(1)
Here is a molecular structure, C24H32N6O4S2Sr from OMol25. Energies are from ωB97M-V with the def2-TZVPD basis set.

```
69
Properties=species:S:1:pos:R:3:mulliken_charge:R:1
Sr -1.94 2.16 2.36 1.63
S -0.36 -0.84 1.02 -0.11
C 0.92 0.14 0.38 0.87
N 1.49 -0.29 -0.72 0.18
C 2.86 0.13 -1.00 -0.68
C 3.59 0.21 0.32 -0.74
N 2.91 1.22 1.12 0.22
C 3.75 2.11 1.93 -1.23
C 4.67 1.30 2.81 0.51
C 6.04 1.26 2.57 -0.28
C 6.88 0.54 3.41 -0.68
C 6.34 -0.17 4.48 -0.42
C 4.97 -0.15 4.71 -0.69
C 4.14 0.58 3.88 -0.25
C 1.58 1.29 1.07 0.40
S 0.77 2.67 1.54 -0.47
C 0.94 -1.32 -1.63 -1.64
C 1.69 -2.64 -1.54 0.95
C 1.48 -3.54 -0.49 -0.18
C 2.25 -4.69 -0.40 -0.84
C 3.22 -4.97 -1.35 -0.44
C 3.41 -4.09 -2.41 -0.73
C 2.66 -2.93 -2.50 -0.27
H 2.85 1.10 -1.51 0.30
H 3.32 -0.60 -1.65 0.45
H 4.63 0.50 0.20 0.60
H 3.56 -0.77 0.82 0.28
H 3.10 2.74 2.53 0.49
H 4.33 2.76 1.27 0.40
H 6.46 1.83 1.75 0.41
H 7.94 0.53 3.23 0.39
H 7.00 -0.73 5.14 0.40
H 4.56 -0.69 5.55 0.41
H 3.07 0.60 4.06 0.47
H 1.07 -0.93 -2.64 0.47
H -0.13 -1.43 -1.45 0.61
H 0.71 -3.36 0.24 0.31
H 2.09 -5.38 0.42 0.43
H 3.82 -5.87 -1.27 0.41
H 4.15 -4.31 -3.17 0.41
H 2.81 -2.26 -3.33 0.43
N -4.20 0.96 1.85 -0.60
C -4.35 0.87 0.38 0.46
C -5.17 -0.39 0.03 -0.99
C -5.50 -0.76 -1.43 -0.99
C -6.09 0.34 -2.31 -0.89
N -5.02 1.22 -2.76 -0.06
C -5.13 2.46 -3.18 0.92
N -4.01 3.19 -3.34 -0.35
N -6.32 3.01 -3.42 -0.38
C -2.94 1.01 -0.27 0.63
O -2.65 0.36 -1.29 -0.89
O -2.20 1.89 0.25 -0.98
H -4.02 0.03 2.21 0.22
H -5.08 1.25 2.26 0.30
H -4.88 1.77 0.05 0.27
H -6.12 -0.29 0.56 0.41
H -4.65 -1.25 0.46 0.45
H -6.23 -1.57 -1.38 0.45
H -4.62 -1.17 -1.92 0.32
H -6.85 0.91 -1.77 0.49
H -6.57 -0.12 -3.18 0.48
H -4.08 0.87 -2.55 0.08
H -3.12 2.79 -3.12 0.19
H -4.04 4.11 -3.73 0.20
H -7.15 2.44 -3.46 0.23
H -6.39 3.94 -3.79 0.21
O -1.37 -0.06 1.97 -0.19
O -0.87 0.50 3.20 -0.74
```

The charge is +2. For the orbital gap, the calculation gives 7.29 eV. Its energy is -65031.013 eV. The energy above the lowest of the compared OMol25 structures with the same formula, charge and spin is 13.58 kJ/mol.

=====

(2)
Here is a single C6H10O molecule from OMol25. Energies are from ωB97M-V with the def2-TZVPD basis set.

```
17
Properties=species:S:1:pos:R:3:mulliken_charge:R:1
C -2.04 -0.48 0.27 -1.30
C -0.84 -0.04 -0.56 0.16
O -0.55 1.31 -0.20 -0.43
C 0.84 1.54 -0.35 -0.53
C 1.53 0.21 -0.12 -0.05
C 1.10 -0.69 1.01 -0.78
C 0.45 -0.81 -0.34 -0.17
H -2.88 0.19 0.09 0.34
H -1.80 -0.46 1.34 0.30
H -2.34 -1.50 0.00 0.36
H -1.09 -0.10 -1.63 0.31
H 1.11 1.83 -1.38 0.29
H 1.11 2.36 0.32 0.30
H 2.48 0.15 -0.64 0.32
H 0.50 -0.31 1.83 0.19
H 1.76 -1.50 1.30 0.29
H 0.65 -1.69 -0.95 0.40
```

Its SMILES is C[C@H]1OC[C@H]2C[C@H]21. For the orbital gap, the calculation gives 10.74 eV. Its energy is -8430.595 eV. The energy above the lowest of the compared OMol25 structures with the same formula, charge and spin is 62.29 kJ/mol.

=====

The highest orbital gap belongs to which entry?
C6H10O

=====

What is the orbital gap in the first record?
7.29 eV